Entry from the OMol25 dataset: C24H22N4NiO6PS6 as an isolated structure (ωB97M-V/def2-TZVPD).

Each line ends with the Mulliken spin population.
CARTESIAN COORDINATES (ANGSTROEM)
Ni1 -0.2575 -0.0314 -0.0039  0.949
S1 -1.6866 -1.9298 -0.2329  0.022
S2 1.1062 -0.7117 -1.8669  0.028
S3 0.8744 -0.3007 4.8147  0.003
S4 -1.3224 -4.7625 -5.3770  0.000
S5 -1.9868 -3.6205 -2.6865  -0.001
S6 0.3023 -2.6387 -4.0198  -0.002
P1 1.2892 1.3361 1.0970  0.003
O1 -1.9144 4.0043 0.1920  0.001
O2 -1.2113 2.0502 -0.6391  -0.009
O3 2.0653 -7.0874 2.3995  0.000
O4 -2.2024 -1.4079 3.7501  0.002
O5 -0.3974 -0.6995 2.5819  -0.009
O6 0.5732 -7.7395 3.7904  0.000
N1 2.3281 3.8017 0.0793  -0.001
N2 1.0999 -6.8862 3.1028  0.000
N3 3.2353 3.0105 2.1947  0.003
N4 0.9857 3.9182 2.1099  0.001
C1 2.2503 3.7346 2.9206  -0.001
C2 0.5318 -3.2790 2.3282  0.004
C3 0.0047 -1.9245 -2.4565  0.004
C4 -2.1025 2.9004 -0.3930  0.004
C5 -1.1478 -1.6399 3.2360  0.006
C6 -5.1830 0.8720 -1.3017  -0.001
C7 -5.8323 3.1741 -1.0883  0.000
C8 3.5009 3.6801 0.9252  0.000
C9 1.0745 -4.5551 2.2952  -0.001
C10 0.5070 -5.5178 3.1122  0.000
C11 0.6451 -0.0172 3.1928  -0.003
C12 -3.8693 1.2099 -1.0076  0.005
C13 -3.5371 2.5282 -0.7304  -0.002
C14 -0.5796 -5.2940 3.9419  0.000
C15 2.8808 1.5872 2.0253  0.003
C16 -4.5253 3.5076 -0.7726  0.000
C17 1.8227 2.4647 -0.3082  0.002
C18 -1.1115 -4.0158 3.9616  0.000
C19 -1.0129 -3.7247 -4.0824  0.001
C20 -1.0982 -2.4008 -1.8171  -0.001
C21 1.3129 4.5418 0.7455  0.001
C22 0.2754 2.6122 1.9569  0.000
C23 -0.5455 -3.0194 3.1727  -0.003
C24 -6.1663 1.8489 -1.3469  0.000
H1 1.6484 5.5587 0.9732  0.000
H2 0.9671 2.5745 -0.9719  -0.002
H3 -3.0978 0.4462 -1.0150  -0.007
H4 2.8263 1.1123 3.0046  0.000
H5 3.6887 1.1204 1.4557  0.000
H6 2.6120 4.7385 3.1635  0.000
H7 1.9007 -4.7993 1.6465  0.000
H8 3.8876 4.6814 1.1458  0.000
H9 -6.5937 3.9453 -1.1310  0.000
H10 0.9072 -2.5008 1.6770  0.003
H11 -1.9602 -3.7748 4.5851  0.000
H12 -7.1889 1.5833 -1.5887  0.000
H13 0.0032 2.2787 2.9584  -0.001
H14 -0.9853 -6.0919 4.5427  0.000
H15 2.6144 1.9515 -0.8613  0.003
H16 0.3606 4.5346 0.2055  0.000
H17 -4.2436 4.5277 -0.5459  0.000
H18 -5.4256 -0.1628 -1.5088  0.000
H19 0.3602 4.5628 2.5920  0.000
H20 4.2629 3.1125 0.3910  0.000
H21 1.9637 3.1962 3.8262  0.000
H22 -0.6009 2.8134 1.3576  0.003

⟨S²⟩	0.7558
relative energy (zero: lowest compared OMol25 entry of this formula, charge and spin)	56.82	kcal per mole
gap between HOMO and LUMO (alpha / beta)	4.463 / 4.334	eV
E_tot	-5836.97384	Ha
total charge	-2
highest occupied orbital energy (alpha / beta)	-1.035 / -0.907	eV
LUMO level (alpha / beta)	3.43 / 3.43	eV
max |F|	0.016	Eh/bohr
multiplicity	2



Entry from the OMol25 dataset: a 2-piece molecular cluster, C8H15N3 overall at a distorted geometry (ωB97M-V/def2-TZVPD).

Each line ends with the Löwdin charge.
CARTESIAN COORDINATES (ANGSTROEM)
N1 -1.2153 0.2930 -0.1521  -0.021
N2 2.7536 -0.5121 -0.3392  -0.253
N3 3.8987 0.1555 -0.4869  0.070
C1 -3.6270 0.4940 -0.1415  -0.039
C2 3.8639 1.0279 0.5068  -0.215
C3 -2.4260 -1.2332 1.3349  -0.053
C4 1.9660 -0.0194 0.6457  -0.105
C5 2.4255 -1.5988 -1.1829  -0.046
C6 2.7117 0.9536 1.2394  -0.117
C7 -1.0129 1.3601 -1.0912  -0.157
C8 -2.2990 -0.1330 0.3576  -0.395
H1 -1.4203 2.4125 -0.7450  0.114
H2 -1.4803 1.2465 -2.1173  0.080
H3 0.1039 1.3077 -1.3476  0.077
H4 2.4809 1.7120 2.1149  0.135
H5 -3.8371 0.2849 -1.2007  0.083
H6 -1.5510 -1.4763 1.9580  0.086
H7 -4.3993 -0.1241 0.3284  0.065
H8 -3.1131 -1.0110 2.1100  0.061
H9 -2.8494 -2.0948 0.8109  0.093
H10 3.4359 -2.0627 -1.4158  0.112
H11 4.7926 1.5455 0.7651  0.102
H12 -3.7635 1.5220 0.0647  0.059
H13 1.8707 -1.2098 -1.9996  0.065
H14 1.7141 -2.3666 -0.7599  0.104
H15 0.9766 -0.4735 0.7432  0.098

relative energy (zero: lowest compared OMol25 entry of this formula, charge and spin)	62.75	kcal per mole
gap between HOMO and LUMO	9.707	eV
E_tot	-478.00544	Ha
highest occupied orbital energy	-8.921	eV
LUMO level	0.79	eV
max |F|	0.089	Eh/bohr
structure (SMILES)	CN=C(C)C.Cn1cccn1



Entry from the OMol25 dataset: a 7-piece molecular cluster, C20H40O25S4 overall at a distorted geometry (ωB97M-V/def2-TZVPD).

Each line ends with the Löwdin charge.
CARTESIAN COORDINATES (ANGSTROEM)
S1 17.9779 14.6979 21.8948  0.784
S2 28.4949 18.5521 14.5606  0.808
S3 13.0162 20.7043 18.1875  0.805
S4 25.4274 25.3916 21.4001  0.777
O1 25.5687 27.0312 21.5491  -0.239
O2 20.7340 20.6370 21.9568  0.034
O3 28.9225 16.4261 25.8636  -0.023
O4 17.1342 14.8540 20.6942  -0.256
O5 28.0089 17.4635 13.6849  -0.266
O6 26.7711 24.9166 20.9760  -0.269
O7 30.9197 15.3244 25.6701  0.082
O8 18.0474 13.1410 22.4710  -0.221
O9 19.5654 14.4596 21.5355  -0.228
O10 22.7630 19.8383 22.1947  -0.027
O11 27.5665 18.6098 15.9618  -0.216
O12 17.7761 15.6261 23.0590  -0.258
O13 11.2856 20.5765 18.3124  -0.228
O14 29.8863 16.6024 23.9438  0.013
O15 18.9467 15.4689 13.5844  0.037
O16 18.9010 14.1257 11.9693  0.024
O17 21.6017 19.4193 20.2045  0.075
O18 13.1053 20.6564 19.8385  -0.222
O19 13.6404 19.4473 17.6408  -0.281
O20 20.8720 14.5430 12.9759  0.099
O21 25.1752 25.2299 23.0666  -0.205
O22 27.8359 20.0401 14.1019  -0.234
O23 29.9673 18.6214 14.8406  -0.266
O24 24.2352 25.0553 20.6153  -0.248
O25 13.4798 21.9593 17.6201  -0.238
C1 17.5292 14.3986 11.5939  -0.185
C2 11.8210 20.3811 20.4174  -0.166
C3 19.4980 21.0288 21.3668  -0.208
C4 25.6582 27.5275 22.8745  -0.155
C5 26.3312 19.2516 15.6830  -0.207
C6 19.6718 14.7943 12.8303  -0.667
C7 19.9724 13.1541 21.1158  -0.156
C8 30.0641 16.1074 25.2039  -0.496
C9 10.8541 19.7626 19.3277  -0.188
C10 19.6085 16.2832 14.5794  0.002
C11 26.6691 20.4662 14.8276  -0.151
C12 18.7725 12.3137 21.5546  -0.182
C13 28.8026 16.1643 27.2121  -0.073
C14 19.2326 22.5143 21.6616  -0.053
C15 25.7856 26.2837 23.7791  -0.188
C16 23.8434 19.0384 21.9896  -0.094
C17 30.8984 16.2422 22.9877  -0.194
C18 21.6811 19.9390 21.3438  -0.489
C19 30.3956 16.7234 21.5700  -0.055
C20 16.8983 13.4080 10.5772  -0.057
H1 24.5354 19.5753 21.3407  0.101
H2 25.8726 20.7062 14.1233  0.138
H3 18.4275 22.9657 21.0818  0.075
H4 16.9820 14.4040 12.5366  0.116
H5 20.2321 15.5857 15.1387  0.095
H6 27.9913 15.4463 27.3322  0.097
H7 19.4642 20.8855 20.2868  0.115
H8 31.2853 16.6028 20.9521  0.069
H9 9.8088 20.0206 19.4976  0.138
H10 31.8578 16.7089 23.2109  0.123
H11 30.9515 15.1550 22.9304  0.121
H12 29.5801 16.0863 21.2276  0.074
H13 18.8853 22.5549 22.6940  0.071
H14 17.5088 15.4240 11.2247  0.120
H15 24.7211 28.0744 22.9792  0.132
H16 25.8665 19.5147 16.6332  0.136
H17 26.5793 28.0957 22.7456  0.135
H18 26.8074 26.1124 24.1177  0.128
H19 11.0387 18.6914 19.2465  0.130
H20 19.0875 11.4530 22.1446  0.133
H21 18.7124 20.3203 21.6292  0.126
H22 30.1840 17.7914 21.5173  0.072
H23 29.7721 15.8427 27.5927  0.096
H24 20.0060 13.1044 20.0275  0.126
H25 17.4349 13.2913 9.6356  0.072
H26 20.2698 17.0809 14.2409  0.102
H27 20.9187 12.7958 21.5210  0.132
H28 28.4385 17.0636 27.7088  0.093
H29 23.4460 18.1012 21.6001  0.098
H30 20.1328 23.1143 21.5284  0.081
H31 18.2137 12.0358 20.6610  0.126
H32 25.1837 26.3888 24.6817  0.131
H33 16.9652 12.3811 10.9366  0.071
H34 11.6091 21.3115 20.9444  0.129
H35 25.6482 18.5698 15.1764  0.127
H36 18.9165 16.7096 15.3056  0.096
H37 11.9833 19.6026 21.1628  0.120
H38 24.3740 18.7222 22.8877  0.094
H39 15.8479 13.6364 10.3964  0.076
H40 27.0472 21.2105 15.5284  0.132

relative energy (zero: lowest compared OMol25 entry of this formula, charge and spin)	141.65	kcal per mole
gap between HOMO and LUMO	10.657	eV
E_tot	-4259.51819	Ha
highest occupied orbital energy	-10.412	eV
LUMO level	0.25	eV
max |F|	0.121	Eh/bohr
structure (SMILES)	O=S1(=O)OCCO1.O=S1(=O)OCCO1.O=S1(=O)OCCO1.O=S1(=O)OCCO1.CCOC(=O)OC.CCOC(=O)OC.CCOC(=O)OC



Entry from the OMol25 dataset: C3H7N5O4S in the gas phase at a distorted geometry (ωB97M-V/def2-TZVPD).

Each line ends with the Löwdin charge.
CARTESIAN COORDINATES (ANGSTROEM)
S1 -0.9810 -1.4801 1.5760  0.709
O1 -0.5807 1.4525 -1.0036  -0.041
O2 2.2923 -3.0707 -1.2721  0.225
O3 0.4724 -1.8750 -1.7184  0.120
O4 3.4111 -0.6545 -0.3277  0.124
N1 0.0528 0.5625 -1.8069  0.006
N2 1.8587 0.2690 1.8132  0.116
N3 -0.0064 -0.4660 0.6145  -0.543
N4 1.3959 -0.5398 0.6953  -0.191
N5 -1.5942 -1.0151 -1.4639  0.180
C1 -0.2847 -0.7108 -1.5841  -0.381
C2 2.2703 -0.9627 -0.2299  -0.446
C3 1.6778 -2.1015 -1.0682  -0.348
H1 -1.3500 -0.4648 2.3349  -0.176
H2 1.6156 -0.2086 2.6694  0.068
H3 1.0157 0.7251 -1.9891  0.153
H4 -2.0502 -0.1531 -1.5194  0.092
H5 2.8519 0.1487 1.7560  0.061
H6 -1.9656 -1.8999 -1.8483  0.158
H7 -0.6659 0.8903 -0.0982  0.113

relative energy (zero: lowest compared OMol25 entry of this formula, charge and spin)	135.25	kcal per mole
gap between HOMO and LUMO	8.589	eV
E_tot	-1091.25033	Ha
highest occupied orbital energy	-8.523	eV
LUMO level	0.07	eV
max |F|	0.079	Eh/bohr



Entry from the OMol25 dataset: C15H14Cl2N2O2S in the gas phase (ωB97M-V/def2-TZVPD).

Each line ends with the Löwdin charge.
CARTESIAN COORDINATES (ANGSTROEM)
Cl1 -0.5198 -2.4736 2.2470  0.783
Cl2 -1.1268 -3.2962 -0.6805  0.702
S1 0.1763 0.6195 5.0547  0.601
O1 0.3534 1.8355 -1.7110  -0.057
O2 1.4079 -0.2478 -2.8198  -0.062
N1 1.1413 -0.0037 2.7137  0.035
N2 -1.1803 0.4313 2.8428  0.047
C1 0.7752 0.9786 0.5237  0.037
C2 -2.7941 0.3024 -0.4557  -0.070
C3 2.0125 -1.2001 -0.6596  -0.015
C4 -0.1854 3.0189 -1.1759  -0.072
C5 -1.2880 -1.3582 1.1817  -0.592
C6 -2.3641 -0.9225 -0.9346  -0.096
C7 1.9448 -1.1125 0.7226  -0.055
C8 -2.4212 0.7279 0.8037  -0.035
C9 1.4391 -0.2284 -1.4612  -0.206
C10 -1.6178 -0.0696 1.6180  -0.287
C11 0.8374 0.8988 -0.8542  -0.192
C12 1.2878 -0.0501 1.3164  -0.289
C13 0.0448 0.3128 3.4366  -0.929
C14 -1.6253 -1.7534 -0.1084  -0.678
C15 1.9361 -1.3713 -3.4811  -0.078
H1 -1.8594 0.9158 3.4144  0.128
H2 0.5523 3.5614 -0.5757  0.101
H3 1.7635 -1.1946 -4.5414  0.095
H4 -3.4027 0.9363 -1.0811  0.113
H5 -0.4662 3.6261 -2.0347  0.098
H6 2.5070 -2.0503 -1.0996  0.109
H7 -2.7295 1.6958 1.1707  0.120
H8 3.0116 -1.4763 -3.3039  0.097
H9 -2.6106 -1.2458 -1.9323  0.109
H10 -1.0731 2.8170 -0.5683  0.078
H11 1.9397 -0.2731 3.2724  0.132
H12 2.3787 -1.8901 1.3316  0.112
H13 0.3291 1.8317 1.0077  0.124
H14 1.4260 -2.2917 -3.1787  0.093

gap between HOMO and LUMO	8.282	eV
E_tot	-2158.55536	Ha
highest occupied orbital energy	-7.850	eV
LUMO level	0.43	eV
max |F|	0.014	Eh/bohr
structure (SMILES)	COc1ccc(NC(=S)Nc2cccc(Cl)c2Cl)cc1OC



Entry from the OMol25 dataset: C18H22Br2NO5W as an isolated structure (ωB97M-V/def2-TZVPD).

Each line ends with the Löwdin charge.
CARTESIAN COORDINATES (ANGSTROEM)
W1 0.5241 -1.0793 -0.2772  1.510
Br1 -3.2615 4.9031 -1.8123  1.127
Br2 -2.5961 2.4154 2.9876  1.080
O1 -1.3598 -1.1398 0.4950  -0.307
O2 2.5510 -1.2992 -0.0020  -0.321
O3 -0.1114 0.5424 2.5743  0.011
O4 1.0809 0.8341 0.6296  -0.228
O5 0.5933 -2.9507 0.6510  -0.289
N1 -0.3139 0.5683 -1.5435  0.021
C1 2.9620 -2.6676 0.3493  -0.067
C2 -1.7602 -2.4907 0.9314  -0.057
C3 2.3626 0.6990 1.3233  -0.083
C4 0.0307 1.3399 1.4562  -0.330
C5 -0.1430 0.6480 -2.8877  -0.232
C6 0.7329 -0.3210 -3.5994  -0.010
C7 -2.1347 0.0090 0.8703  -0.078
C8 -2.1887 2.4161 1.1755  -0.532
C9 -2.4788 3.5079 -0.9355  -0.527
C10 -1.3142 1.3119 0.6004  -0.239
C11 1.8966 -3.2746 1.2421  -0.090
C12 -1.6789 2.5389 -1.6226  -0.150
C13 -2.7193 3.4255 0.4483  -0.138
C14 -0.7330 1.6691 -3.6397  0.049
C15 -0.5441 -3.1489 1.5534  -0.093
C16 -1.4887 2.6158 -3.0171  0.037
C17 -1.0769 1.4900 -0.9086  -0.079
C18 3.2817 -0.1103 0.4364  -0.072
H1 -2.1163 -3.0107 0.0441  0.153
H2 0.3940 -0.4451 -4.6265  0.108
H3 -3.3358 4.1781 0.9213  0.119
H4 0.2784 2.3768 1.7021  0.185
H5 2.1852 0.1838 2.2655  0.138
H6 3.9216 -2.6450 0.8640  0.155
H7 0.0268 1.0441 3.3871  0.131
H8 0.7803 -1.2974 -3.1210  0.056
H9 1.7480 0.0874 -3.6458  0.119
H10 -1.9416 3.4158 -3.5859  0.105
H11 2.7771 1.6923 1.5020  0.162
H12 -2.3667 -0.0562 1.9299  0.110
H13 1.9130 -2.8372 2.2414  0.144
H14 -0.2908 -2.6911 2.5107  0.144
H15 -0.7244 -4.2169 1.6783  0.163
H16 3.5653 0.4203 -0.4700  0.150
H17 -2.5626 -2.4222 1.6656  0.158
H18 -3.0545 0.0241 0.2817  0.172
H19 4.1788 -0.3983 0.9826  0.155
H20 2.0192 -4.3560 1.2994  0.161
H21 3.0675 -3.1947 -0.5957  0.151
H22 -0.5750 1.6954 -4.7088  0.149

relative energy (zero: lowest compared OMol25 entry of this formula, charge and spin)	0.20	kcal per mole
gap between HOMO and LUMO (alpha / beta)	4.281 / 4.285	eV
E_tot	-6344.02902	Ha
total charge	+3
highest occupied orbital energy (alpha / beta)	-15.747 / -15.750	eV
LUMO level (alpha / beta)	-11.47 / -11.46	eV
max |F|	0.011	Eh/bohr



- What is the E_tot in the fifth record?
  -2158.55536 Ha